No. 1
This record from the OMol25 dataset describes C6H14N2S2 in the gas phase at a distorted geometry. The level of theory is ωB97M-V/def2-TZVPD.

Output
Kohn-Sham gap: 8.59 eV
DFT total energy: -1142.74316 hartree
SMILES string: CN(C)CCCNC(=S)S

Geometry as ORCA input:
```
! wB97M-V def2-TZVPD RIJCOSX def2/J DEFGRID3
* xyz 0 1
S -4.037 -1.225 0.102
S -3.582 1.705 0.104
N -1.704 0.012 -0.511
N 1.113 0.403 -0.025
C 2.185 -0.129 -0.603
C -0.049 -1.659 0.441
C -2.962 0.073 -0.106
C 1.271 1.829 0.268
C 0.706 -0.531 1.057
C -0.662 -1.086 -0.803
H -2.708 2.439 -0.669
H -1.104 -2.029 -1.128
H 2.869 0.612 -0.991
H -0.882 -1.818 1.210
H 2.002 -0.879 -1.498
H -1.321 0.880 -0.864
H -0.016 -0.024 1.871
H 0.442 2.045 1.167
H 1.564 -0.830 1.715
H 0.399 -2.762 0.474
H 2.745 -0.819 0.144
H 0.234 -0.608 -1.486
H 2.257 1.806 0.855
H 1.240 2.596 -0.726
*
```

No. 2
This record from the OMol25 dataset describes 8 unconnected molecules or ions with the total composition C49H84F12N10O11S4 at a distorted geometry. The level of theory is ωB97M-V/def2-TZVPD.

Output
Kohn-Sham gap: 4.16 eV
DFT total energy: -6081.54516 hartree

Geometry as ORCA input:
```
! wB97M-V def2-TZVPD RIJCOSX def2/J DEFGRID3
* xyz 6 1
S 3.285 2.327 5.812
S 5.547 1.091 5.633
S -2.517 0.773 -1.234
S 0.006 1.265 -0.921
F 1.606 -0.427 0.269
F 1.357 1.402 4.245
F 2.225 3.266 3.534
F 5.698 -1.392 6.535
F -3.630 -1.294 -0.004
F 3.233 1.377 3.245
F 0.557 0.890 1.644
F 5.476 -1.233 4.355
F -4.875 -0.304 -1.469
F 2.150 1.676 0.429
F -3.286 -1.612 -2.121
F 7.352 -0.727 5.306
O 5.696 1.617 4.310
O 4.073 3.493 5.694
O 2.127 2.399 6.662
O -3.184 1.669 -0.327
O -0.364 2.626 -0.704
O -7.503 1.651 -1.746
O 0.838 0.987 -2.072
O 7.284 -0.901 -2.023
O -2.458 1.114 -2.637
O 6.375 1.586 6.676
O 0.826 4.938 -4.118
N 1.263 -1.520 6.655
N -0.208 4.362 -6.581
N -1.195 0.120 -0.681
N 4.013 0.902 6.163
N -1.695 -4.188 0.950
N 6.567 1.140 -3.374
N -2.121 3.563 3.261
N -9.490 0.998 -3.409
N 0.378 -1.787 -4.774
N 4.673 -7.309 -4.422
C 4.790 -6.403 -5.408
C -0.039 -1.848 6.688
C -2.795 4.224 5.658
C 2.532 2.102 4.098
C -0.688 -0.718 -4.859
C -1.459 4.939 5.852
C 3.700 -7.166 -3.509
C 1.510 -3.334 -3.416
C -0.650 -2.419 5.578
C -0.154 3.940 -4.177
C 1.919 -3.251 -5.769
C 1.352 -1.986 4.358
C 6.037 -0.678 5.463
C 2.872 -6.068 -3.517
C -8.532 0.881 -1.180
C 5.545 -8.526 -4.390
C 0.968 -2.261 -5.876
C -0.474 -3.196 3.206
C -9.193 0.060 -2.277
C 4.021 -5.270 -5.457
C -1.555 -4.969 2.040
C 5.967 -0.566 -1.706
C -1.067 4.209 -5.335
C -0.818 4.308 3.541
C 2.140 -3.877 -4.547
C 4.333 1.306 -2.195
C 5.786 0.892 -2.087
C -0.930 -4.513 3.176
C 1.140 0.821 0.467
C -1.880 2.130 3.537
C 3.031 -5.085 -4.495
C -3.639 -0.702 -1.198
C -0.550 -2.464 2.020
C 0.101 -2.589 4.429
C 1.500 4.875 -2.868
C -2.985 1.204 3.075
C -2.458 3.876 1.830
C 7.645 -2.243 -1.748
C -3.174 4.164 4.165
C -8.410 -1.141 -2.732
C -2.369 -4.731 -0.246
C 0.695 -2.223 -3.551
C -3.000 -0.110 3.836
C 1.984 -1.106 7.880
C -1.152 -2.962 0.910
C -7.026 2.649 -0.846
C -0.400 4.281 4.985
C -2.115 3.163 -5.610
C 1.936 -1.497 5.494
H -0.084 -1.487 1.986
H 7.312 -2.940 -2.524
H 1.945 -2.102 3.460
H 0.543 4.826 5.054
H -0.579 -1.656 7.604
H -10.164 -0.295 -1.932
H -1.257 -2.357 0.020
H 5.273 -1.202 -2.284
H -0.999 5.327 3.197
H -1.296 -0.846 -3.975
H 4.201 -4.621 -6.300
H -3.792 -0.768 3.477
H -2.786 3.189 6.011
H 1.828 3.863 -2.593
H 2.359 -3.590 -6.696
H 0.721 -1.754 -6.798
H -0.936 1.881 3.052
H 2.361 5.532 -2.911
H 5.048 -9.296 -4.980
H 6.022 0.903 -4.208
H -3.006 1.076 1.991
H -8.244 -1.786 -1.868
H -0.104 3.838 2.864
H -7.408 -0.906 -3.105
H 2.907 -1.002 5.513
H -1.191 4.952 6.906
H -0.154 3.267 5.304
H 5.559 -6.626 -6.137
H -1.559 5.170 -5.194
H -2.081 -0.667 3.599
H -10.354 1.525 -3.250
H -2.818 3.108 -4.782
H -1.684 2.031 4.600
H -7.876 3.230 -0.485
H -9.548 0.506 -4.302
H 5.737 -0.681 -0.642
H -4.132 3.682 3.977
H -0.761 3.922 -3.254
H 0.215 -1.701 -2.733
H -3.068 0.045 4.909
H -2.657 3.419 -6.521
H -3.386 3.354 1.614
H 2.667 -1.933 8.081
H 0.335 2.949 -4.106
H 3.862 0.724 -3.001
H -3.970 1.662 3.245
H 0.793 5.172 -2.088
H -9.317 1.490 -0.703
H -0.065 3.445 -7.012
H -2.889 -5.644 0.028
H -0.611 4.996 -7.276
H -1.678 2.165 -5.708
H -2.561 4.950 1.760
H 6.375 1.523 -1.418
H 6.508 -8.274 -4.818
H -0.795 -5.150 4.040
H 4.094 2.348 -2.389
H 6.886 2.102 -3.493
H -1.243 -0.837 -5.785
H -6.311 3.282 -1.361
H -8.893 -1.748 -3.498
H 2.606 -0.232 7.676
H -1.695 -2.655 5.738
H -1.694 -4.929 -1.073
H 7.196 -2.557 -0.798
H 7.350 0.460 -3.362
H 1.356 -0.914 8.742
H -1.912 -5.987 1.966
H -3.314 5.189 3.811
H 3.673 -7.885 -2.701
H -8.174 0.241 -0.366
H -3.148 -4.027 -0.538
H 8.718 -2.348 -1.612
H 5.610 -8.869 -3.363
H -1.663 3.447 1.226
H 3.776 0.978 -1.318
H -0.119 0.209 -4.882
H 2.098 -5.973 -2.770
H -1.600 5.983 5.556
H -6.513 2.174 -0.004
H -8.746 1.708 -3.454
H 0.749 4.680 -6.377
H 1.731 -3.684 -2.417
H -3.642 4.742 6.107
*
```

No. 3
This record from the OMol25 dataset describes 2 unconnected molecules or ions with the total composition C6H6N2O2 at a distorted geometry. The level of theory is ωB97M-V/def2-TZVPD.

Output
Kohn-Sham gap: 9.37 eV
DFT total energy: -492.11998 hartree
SMILES string: O=c1cc[nH]c(=O)[nH]1.C#C

Geometry as ORCA input:
```
! wB97M-V def2-TZVPD RIJCOSX def2/J DEFGRID3
* xyz 0 1
O 0.110 1.824 0.428
O -1.795 -1.884 -1.542
N -0.935 -0.060 -0.441
N 0.211 -1.029 -2.234
C -1.137 0.795 3.286
C 0.183 0.808 -0.308
C -0.917 -1.116 -1.386
C -0.057 0.684 3.751
C 1.328 0.627 -1.100
C 1.526 -0.503 -1.887
H 0.783 0.332 4.413
H 2.081 1.275 -0.578
H 2.430 -0.925 -2.492
H -2.133 0.805 2.758
H 0.067 -1.738 -2.799
H -1.746 0.105 0.132
*
```

No. 4
This record from the OMol25 dataset describes a molecular structure, C28H25CoF6IN3O3 at a distorted geometry. The level of theory is ωB97M-V/def2-TZVPD.

Output
⟨S²⟩: 6.17
Kohn-Sham gap (alpha / beta): 3.95 / 5.74 eV
DFT total energy: -3751.56257 hartree

Geometry as ORCA input:
```
! wB97M-V def2-TZVPD RIJCOSX def2/J DEFGRID3
* xyz -2 5
I -3.167 -1.873 0.314
Co -0.563 -0.640 -0.240
F -1.356 -3.807 -4.260
F 1.980 -2.635 -3.288
F 2.072 -4.377 -2.053
F -0.456 -1.877 -4.154
F -2.177 -2.330 -2.948
F 1.179 -4.491 -3.997
O -0.835 0.255 -1.992
O -0.026 4.876 0.663
O 0.140 -2.445 -1.260
N -1.672 0.885 0.517
N 1.188 0.144 -0.240
N 0.333 3.237 -3.585
C 0.091 1.957 -3.310
C -0.865 4.965 -0.483
C -0.034 4.148 -2.688
C 2.178 -0.088 -0.788
C -0.747 -4.662 -1.739
C 0.914 0.737 2.728
C 0.812 -0.803 5.025
C -2.220 0.648 1.735
C 0.388 -0.594 2.626
C -3.484 -0.872 3.185
C 1.364 1.247 3.915
C 1.266 -3.697 -2.894
C 0.599 0.943 -4.291
C 4.364 -1.153 -0.493
C -0.619 3.863 -1.475
C -1.014 -2.808 -3.378
C -0.891 2.502 -1.140
C -0.100 -3.318 -2.200
C -2.642 1.181 4.079
C 3.437 -0.376 -1.427
C 1.336 0.489 5.085
C -2.933 -0.548 1.972
C -0.126 -1.148 1.477
C -0.560 1.502 -2.138
C -3.342 -0.006 4.265
C -2.113 1.509 2.853
C -1.451 2.141 0.093
C 0.359 -1.337 3.849
H 1.693 0.895 6.024
H -0.720 -5.405 -2.536
H 1.037 0.113 -3.740
H 0.948 1.346 1.835
H -1.777 -4.470 -1.445
H -3.764 -0.267 5.226
H -1.530 2.412 2.756
H -0.650 5.944 -0.928
H 3.900 0.568 -1.732
H 0.758 -1.396 5.933
H 4.607 -0.560 0.385
H 1.747 2.263 3.952
H -0.022 3.944 0.919
H 5.289 -1.414 -1.006
H 3.234 -0.965 -2.322
H -0.213 0.537 -4.892
H 1.337 1.398 -4.948
H -0.195 -5.022 -0.875
H -0.059 -2.335 3.821
H -1.841 2.933 0.731
H 3.875 -2.066 -0.165
H 0.189 5.176 -2.965
H -2.503 1.861 4.912
H -1.920 4.967 -0.155
H -4.028 -1.800 3.296
*
```

No. 5
This record from the OMol25 dataset describes a gas-phase ion, CHClO2PS (charge -1) at a distorted geometry. The level of theory is ωB97M-V/def2-TZVPD.

Output
Kohn-Sham gap: 8.11 eV
DFT total energy: -1389.04694 hartree
SMILES string: O=[P@@]([O-])(Cl)C=S

Geometry as ORCA input:
```
! wB97M-V def2-TZVPD RIJCOSX def2/J DEFGRID3
* xyz -1 1
Cl -2.124 0.883 -1.431
S 0.251 -2.009 -0.986
P -1.912 -0.513 0.763
O -2.904 -1.543 0.861
O -1.707 0.439 1.805
C -0.310 -0.751 -0.179
H 0.394 0.072 -0.124
*
```